--- a ---
# C2H10N4

A cluster of 2 separate species, C2H10N4 in total (ωB97M-V with the def2-TZVPD basis set, OMol25).

```
16
Properties=species:S:1:pos:R:3
N -2.799 0.862 0.874
N 2.165 -1.076 -0.181
N 1.836 1.428 -1.055
N -1.629 -1.203 0.549
C -1.839 -0.018 1.164
C 1.753 0.003 -1.300
H 2.426 -0.263 -2.095
H -1.245 0.178 2.069
H -1.816 -1.285 -0.415
H 1.259 1.963 -1.736
H -2.669 1.551 1.665
H 0.702 -0.079 -1.590
H 3.166 -1.111 -0.148
H 1.696 -0.685 0.699
H -1.662 -1.969 1.218
H 1.642 1.711 -0.147
```

Output
structure (SMILES) = [H]/N=C/N.NCN
M = 90.13 g mol⁻¹
total charge = 0
frontier orbital gap = 9.766 eV

--- b ---
# C2H10N4

The molecule C2H10N4 (ωB97M-V with the def2-TZVPD basis set, OMol25).

```
16
Properties=species:S:1:pos:R:3
N 1.709 0.716 0.259
N -0.327 -0.377 0.365
N -0.282 1.799 -0.424
N 0.464 0.601 -0.396
C -1.613 -0.545 -0.285
C 0.389 -1.638 0.386
H 1.637 1.196 1.162
H -0.319 2.262 0.490
H 2.350 1.215 -0.347
H 0.129 2.421 -1.111
H -0.184 -2.333 0.998
H -2.120 0.414 -0.332
H -2.200 -1.233 0.320
H 1.367 -1.488 0.834
H 0.517 -2.061 -0.619
H -1.516 -0.948 -1.301
```

Output
structure (SMILES) = CN(C)N(N)N
M = 90.13 g mol⁻¹
total charge = 0
frontier orbital gap = 9.331 eV

--- c ---
# C2H10N4

A structure of composition C2H10N4 (ωB97M-V with the def2-TZVPD basis set, OMol25).

```
16
Properties=species:S:1:pos:R:3
N 0.852 -0.541 1.571
N 0.266 1.900 0.450
N 1.548 0.303 -0.690
N -1.172 -0.040 0.213
C 0.526 0.665 0.209
C -1.527 -0.767 -1.004
H -1.771 0.764 0.383
H -2.324 -1.467 -0.751
H 1.369 -1.402 1.419
H -1.870 -0.099 -1.795
H 1.199 -0.054 2.390
H 1.040 2.512 0.212
H 1.826 -0.666 -0.719
H -0.842 -0.600 1.086
H -0.662 -1.299 -1.399
H 1.542 0.791 -1.575
```

Output
M = 90.13 g mol⁻¹
total charge = 0
frontier orbital gap = 8.598 eV

--- d ---
# C2H10N4

A cluster of 2 separate species, C2H10N4 in total (ωB97M-V with the def2-TZVPD basis set, OMol25).

```
16
Properties=species:S:1:pos:R:3
N 1.926 -0.462 -0.247
N 2.049 -1.704 0.210
N 2.800 0.432 0.050
N 2.606 1.676 -0.165
C -0.937 0.141 0.004
C -2.318 0.669 0.125
H 1.607 1.788 -0.538
H -2.538 0.880 1.210
H -3.099 -0.062 0.000
H -0.688 -0.314 -1.092
H -0.714 -0.548 0.857
H 2.567 -1.918 1.068
H 3.605 0.194 0.725
H -0.161 0.892 0.168
H -2.476 1.500 -0.580
H 1.145 -2.217 0.175
```

Output
M = 90.13 g mol⁻¹
total charge = 0
frontier orbital gap (spin up / spin down) = 8.067 / 8.105 eV

Which is most stable, and by how much? a, by 22.5 kcal/mol.

--- a ---
# C2H10N4

The molecule C2H10N4 (ωB97M-V with the def2-TZVPD basis set, OMol25).

```
16
Properties=species:S:1:pos:R:3
N -0.268 -0.073 -2.155
N 1.589 -0.294 1.669
N 0.491 -1.074 1.284
N 0.252 -1.113 -0.175
C -1.329 0.812 -0.084
C -0.068 0.193 -0.680
H 2.214 -0.811 2.291
H -1.619 1.707 -0.646
H -0.370 -1.125 1.837
H -1.160 1.124 0.952
H 0.483 0.354 -2.692
H 1.302 0.541 2.181
H 0.768 0.895 -0.589
H 1.094 -1.432 -0.653
H -2.171 0.112 -0.098
H -1.207 0.186 -2.443
```

Output
structure (SMILES) = C[C@H](N)NNN
M = 90.13 g mol⁻¹
total charge = 0
frontier orbital gap = 9.634 eV

--- b ---
# C2H10N4

A structure of composition C2H10N4 (ωB97M-V with the def2-TZVPD basis set, OMol25).

```
16
Properties=species:S:1:pos:R:3
N 1.848 1.126 -0.238
N 1.325 -2.005 -0.087
N 0.356 0.021 -0.143
N 0.559 -1.044 0.567
C -0.867 0.748 0.342
C -2.130 0.027 -0.106
H 1.939 -1.590 -0.789
H -2.152 -0.058 -1.190
H 1.485 2.060 -0.412
H -0.827 1.759 -0.065
H -0.799 0.780 1.429
H 2.183 1.135 0.722
H -3.010 0.582 0.213
H 1.872 -2.502 0.606
H -2.160 -0.972 0.321
H 0.380 -0.067 -1.169
```

Output
M = 90.13 g mol⁻¹
total charge = 0
frontier orbital gap = 7.747 eV

Which is most stable, and by how much? a, by 53.8 kcal/mol.

--- a ---
# C5H10N

A structure of composition C5H10N (ωB97M-V with the def2-TZVPD basis set, OMol25).

```
16
Properties=species:S:1:pos:R:3
N 1.050 -0.179 -0.069
C -0.076 -0.152 0.823
C 2.366 -0.375 0.359
C -1.213 -0.178 -0.245
C -2.322 0.806 -0.327
C 0.520 -0.193 -1.240
H -1.907 1.685 0.078
H 2.972 -0.750 -0.447
H -0.191 0.825 1.419
H 2.901 0.481 0.759
H 0.956 -0.233 -2.252
H -1.582 -1.161 -0.588
H 2.298 -1.201 1.147
H -3.072 0.609 0.320
H -2.642 1.062 -1.248
H -0.060 -1.047 1.512
```

Output
M = 84.14 g mol⁻¹
total charge = +1
frontier orbital gap = 10.782 eV

--- b ---
# C5H10N

The ion C5H10N with charge +1 (ωB97M-V with the def2-TZVPD basis set, OMol25).

```
16
Properties=species:S:1:pos:R:3
N -1.057 -0.075 0.149
C 1.420 -1.222 0.125
C -0.393 1.130 0.119
C 1.883 0.084 -0.194
C 0.967 1.266 0.035
C -2.469 -0.308 -0.097
H 1.555 2.122 0.130
H -2.706 0.090 -1.041
H 2.563 -0.016 -1.160
H -1.074 2.078 0.102
H -2.964 0.324 0.532
H 1.161 -1.388 1.222
H 2.765 0.269 0.486
H 1.521 -1.995 -0.493
H -2.595 -1.343 -0.033
H -0.577 -1.017 0.117
```

Output
M = 84.14 g mol⁻¹
total charge = +1
frontier orbital gap (spin up / spin down) = 9.055 / 6.238 eV

--- c ---
# C5H10N

The ion C5H10N with charge +1 (ωB97M-V with the def2-TZVPD basis set, OMol25).

```
16
Properties=species:S:1:pos:R:3
N 1.244 1.064 0.013
C -0.658 -2.091 -0.991
C 1.416 1.511 1.337
C 0.107 0.497 -0.447
C -1.124 -0.726 -1.072
C -1.162 0.208 0.197
H -1.445 -2.767 -0.630
H 2.030 1.261 -0.617
H -1.463 -0.059 1.282
H 0.139 -2.291 -0.147
H 2.321 1.209 1.635
H -1.511 -0.301 -1.950
H 1.570 2.539 1.321
H 0.536 1.348 2.012
H -0.157 -2.441 -1.898
H -1.844 1.039 -0.045
```

Output
structure (SMILES) = C/[NH+]=C1\C[C@@H]1C
M = 84.14 g mol⁻¹
total charge = +1
frontier orbital gap = 10.156 eV

Which is most stable, and by how much? a, by 7.7 kcal/mol.

--- a ---
# C3H9N2S

A cluster of 2 separate species, C3H9N2S in total (ωB97M-V with the def2-TZVPD basis set, OMol25).

```
15
Properties=species:S:1:pos:R:3
S 0.378 1.826 0.979
N -0.315 -2.251 -0.139
N -0.252 -1.068 1.937
C 0.501 1.990 -1.751
C -0.274 -2.222 1.169
C -0.229 1.258 -0.652
H -0.128 -0.052 1.559
H -0.016 -1.270 2.909
H 0.147 1.690 -2.750
H 1.584 1.821 -1.679
H -0.017 0.181 -0.657
H -0.177 -3.150 1.785
H -1.335 1.367 -0.627
H 0.371 3.090 -1.667
H -0.238 -3.210 -0.415
```

Output
M = 105.19 g mol⁻¹
total charge = -1
frontier orbital gap = 6.286 eV

--- b ---
# C3H9N2S

The ion C3H9N2S with charge -1 (ωB97M-V with the def2-TZVPD basis set, OMol25).

```
15
Properties=species:S:1:pos:R:3
S 2.236 -0.991 -0.456
N -2.664 1.166 0.431
N 0.093 0.640 1.382
C 0.541 -0.343 -0.830
C -1.811 0.364 -0.402
C -0.452 -0.087 0.348
H -1.497 0.987 -1.246
H 0.624 0.553 -1.501
H -0.681 -1.139 0.690
H -2.226 -0.621 -0.622
H 0.185 1.615 1.120
H -0.093 -1.091 -1.473
H -2.215 2.038 0.310
H 1.119 0.337 1.258
H -2.654 0.920 1.364
```

Output
structure (SMILES) = NC[C@H](N)C[S-]
M = 105.19 g mol⁻¹
total charge = -1
frontier orbital gap = 6.614 eV

Which is most stable, and by how much? a, by 17.1 kcal/mol.